The following is a quantum chemistry calculation of a molecular structure, C8H8O2S2, from the OMol25 dataset.

Values from the calculation:
Relative energy (zero: lowest compared OMol25 entry of this formula, charge and spin) (kcal/mol): 102.8
Electronic energy (eV): -34186.3688
Spin multiplicity: 1
Total charge: 0
E_HOMO (eV): -7.69
Orbital gap (Eh): 0.3019

Positions of all 20 atoms, in Å:
1 C -1.73 -1.57 -0.48
2 C -0.43 -1.83 -0.76
3 C 1.81 0.64 -1.00
4 C 1.80 1.56 0.19
5 C -2.22 -0.58 0.43
6 C -1.42 0.42 1.20
7 C 0.64 -1.08 -0.06
8 C -0.03 0.33 1.18
9 O 1.72 -0.75 -0.71
10 O 0.69 1.50 1.04
11 S -2.22 1.03 -0.38
12 S 0.62 -1.19 1.81
13 H -2.51 -1.87 -1.12
14 H -0.23 -2.35 -1.68
15 H 0.96 0.81 -1.76
16 H 2.77 0.83 -1.60
17 H 2.77 1.49 0.83
18 H 1.88 2.67 -0.20
19 H -3.16 -0.87 0.84
20 H -1.71 0.83 2.22

natural (NBO) population analysis, charges in e, atoms 1 to 5: C -0.168; C -0.261; C -0.111; C -0.098; C -0.323


The following is a quantum chemistry calculation of C8H8O3 in the gas phase, from the OMol25 dataset.

Values from the calculation:
SMILES: COc1ccc(O)cc1C=O
Relative energy (zero: lowest compared OMol25 entry of this formula, charge and spin) (kcal/mol): 151.0
Electronic energy (eV): -14562.1996
Spin multiplicity: 1
Total charge: 0
E_HOMO (eV): -7.73
Orbital gap (Eh): 0.3051

Positions of all 19 atoms, in Å:
1 C 2.69 -1.44 -0.08
2 O 1.92 -0.17 0.05
3 C 0.66 -0.17 -0.01
4 C -0.24 -1.29 -0.16
5 C -1.59 -1.18 -0.23
6 C -2.15 0.13 -0.08
7 O -3.57 0.08 -0.07
8 C -1.35 1.22 0.11
9 C -0.07 1.08 0.23
10 C 0.95 2.33 0.32
11 O 1.04 3.10 -0.67
12 H 2.47 -2.29 0.91
13 H 3.51 -1.28 -0.29
14 H 2.32 -1.78 -1.13
15 H 0.16 -2.23 -0.18
16 H -2.40 -2.07 -0.21
17 H -4.00 1.20 0.01
18 H -1.86 2.12 0.29
19 H 1.52 2.64 1.19

natural (NBO) population analysis, charges in e, atoms 1 to 5: C -0.158; O -0.490; C 0.333; C -0.312; C -0.220


The following is a quantum chemistry calculation of a molecular structure, C8H8O3, from the OMol25 dataset.

Values from the calculation:
Relative energy (zero: lowest compared OMol25 entry of this formula, charge and spin) (kcal/mol): 102.2
Electronic energy (eV): -14564.3186
Spin multiplicity: 1
Total charge: 0
E_HOMO (eV): -9.82
Orbital gap (Eh): 0.3807

Positions of all 19 atoms, in Å:
1 C -0.96 -1.39 -0.15
2 C -0.78 -1.75 -1.59
3 C -0.27 -0.15 0.30
4 C -0.70 1.04 0.13
5 C 0.03 2.28 0.51
6 C 1.32 2.06 0.99
7 C 1.77 0.79 1.14
8 C 1.04 -0.27 0.88
9 H -2.78 -1.49 -0.87
10 H -0.88 -2.17 0.62
11 H 1.22 -1.53 -1.24
12 H -1.86 1.46 -0.41
13 H 0.01 3.38 0.17
14 H 2.01 3.26 1.22
15 H 2.89 0.70 1.63
16 H 1.34 -1.31 1.03
17 O -2.41 -1.25 0.00
18 O 0.63 -1.86 -1.98
19 O -1.62 -1.80 -2.38

natural (NBO) population analysis, charges in e, atoms 1 to 5: C -0.068; C 0.802; C -0.115; C -0.150; C -0.236


The following is a quantum chemistry calculation of 2 unconnected molecules or ions with the total composition C8H8O3S, from the OMol25 dataset.

Values from the calculation:
Relative energy (zero: lowest compared OMol25 entry of this formula, charge and spin) (kcal/mol): 76.2
Electronic energy (eV): -25399.5935
Spin multiplicity: 1
Total charge: 0
E_HOMO (eV): -7.93
Orbital gap (Eh): 0.2862

Positions of all 20 atoms, in Å:
1 C -2.89 0.36 2.68
2 C -2.26 -0.71 1.97
3 C -2.39 1.58 2.32
4 C -1.36 -0.29 1.02
5 C -0.46 -1.03 0.13
6 C 1.15 0.10 -0.60
7 C 1.71 -0.43 -1.69
8 C 2.72 0.09 -2.60
9 O 1.33 -1.67 -2.07
10 O -0.55 -2.15 -0.25
11 O 1.27 1.33 -0.01
12 S -1.15 1.43 1.11
13 H -3.80 0.18 3.27
14 H -2.58 -1.69 2.35
15 H -2.54 2.58 2.77
16 H 2.85 1.24 -2.64
17 H 3.75 -0.44 -2.40
18 H 2.54 -0.11 -3.71
19 H 0.52 -2.01 -1.55
20 H 2.14 1.63 -0.11

natural (NBO) population analysis, charges in e, atoms 1 to 5: C -0.272; C -0.182; C -0.379; C -0.403; C 0.611


The following is a quantum chemistry calculation of a molecular structure, C8H8O5, from the OMol25 dataset.

Values from the calculation:
Relative energy (zero: lowest compared OMol25 entry of this formula, charge and spin) (kcal/mol): 172.1
Electronic energy (eV): -18655.7193
Spin multiplicity: 1
Total charge: 0
E_HOMO (spin up / spin down) (eV): -8.67 / -7.90
Orbital gap (spin up / spin down) (Eh): 0.2930 / 0.2465

Positions of all 21 atoms, in Å:
1 C 0.33 -0.59 0.16
2 C 1.51 1.29 -0.13
3 C 0.18 -2.00 0.28
4 C 2.38 2.37 0.13
5 C 1.47 -2.74 -0.12
6 C -0.78 0.42 -0.08
7 C -1.58 0.02 -1.34
8 C -1.59 0.50 1.15
9 O 2.17 -3.01 -0.99
10 O 2.01 3.50 -0.03
11 O 1.18 -2.74 1.11
12 O -0.25 1.68 -0.27
13 O 1.48 0.01 0.13
14 H -0.80 -2.34 0.31
15 H 3.39 2.04 0.49
16 H -1.40 -1.03 -1.59
17 H -1.38 0.65 -2.24
18 H -2.59 0.23 -1.15
19 H -2.55 1.10 0.89
20 H -1.21 1.14 1.96
21 H -1.95 -0.51 1.30

natural (NBO) population analysis, charges in e, atoms 1 to 5: C 0.302; C 0.472; C -0.158; C 0.232; C 0.832


The following is a quantum chemistry calculation of C8H8OS2 in the gas phase, from the OMol25 dataset.

Values from the calculation:
Relative energy (zero: lowest compared OMol25 entry of this formula, charge and spin) (kcal/mol): 0.0
Electronic energy (eV): -32143.3676
Spin multiplicity: 1
Total charge: 0
E_HOMO (eV): -9.19
Orbital gap (Eh): 0.3627

Positions of all 19 atoms, in Å:
1 C 1.39 -0.72 0.49
2 C 0.36 0.26 0.97
3 C 0.74 1.47 1.57
4 C -0.23 2.39 1.95
5 C -1.57 2.11 1.71
6 C -1.95 0.93 1.09
7 C -0.99 0.00 0.71
8 C -1.37 -1.30 0.06
9 H 1.24 -1.73 0.84
10 H 2.41 -0.42 0.76
11 H 1.80 1.66 1.73
12 H 0.08 3.31 2.41
13 H -2.34 2.85 2.01
14 H -3.01 0.75 0.90
15 H -2.43 -1.31 -0.18
16 H -1.17 -2.13 0.73
17 O 1.40 0.63 -1.80
18 S 1.40 -0.77 -1.35
19 S -0.53 -1.66 -1.53

natural (NBO) population analysis, charges in e, atoms 1 to 5: C -0.642; C 0.053; C -0.210; C -0.207; C -0.200


The following is a quantum chemistry calculation of C8H8S in the gas phase, from the OMol25 dataset.

Values from the calculation:
SMILES: C=C1c2sccc2[C@H]1C
Relative energy (zero: lowest compared OMol25 entry of this formula, charge and spin) (kcal/mol): 49.1
Electronic energy (eV): -19257.1355
Spin multiplicity: 1
Total charge: 0
E_HOMO (eV): -8.25
Orbital gap (Eh): 0.3352

Positions of all 17 atoms, in Å:
1 C -1.45 1.74 1.39
2 C -0.80 0.85 0.73
3 C -0.78 -0.61 0.72
4 S -1.39 -2.12 1.20
5 C -0.05 -2.88 0.45
6 C 0.87 -2.09 -0.11
7 C 0.40 -0.78 0.07
8 C 0.73 0.69 -0.26
9 C 0.74 1.41 -1.66
10 H -1.16 2.74 1.46
11 H -2.50 1.67 1.88
12 H -0.15 -3.95 0.34
13 H 1.70 -2.44 -0.68
14 H 1.43 1.05 0.35
15 H 1.20 2.43 -1.64
16 H -0.26 1.61 -2.09
17 H 1.45 0.69 -2.15

natural (NBO) population analysis, charges in e, atoms 1 to 5: C -0.444; C 0.040; C -0.304; S 0.463; C -0.382


The following is a quantum chemistry calculation of 2 unconnected molecules or ions with the total composition C8H9Cl3Si, from the OMol25 dataset.

Values from the calculation:
Relative energy (zero: lowest compared OMol25 entry of this formula, charge and spin) (kcal/mol): 102.7
Electronic energy (eV): -53886.4954
Spin multiplicity: 1
Total charge: 0
E_HOMO (eV): -8.96
Orbital gap (Eh): 0.2734

Positions of all 21 atoms, in Å:
1 C 3.09 0.34 0.44
2 C 2.59 0.02 -0.82
3 C 2.22 0.54 1.49
4 C 1.23 -0.09 -1.02
5 C 0.85 0.43 1.29
6 C 0.34 0.12 0.03
7 C -2.22 -1.11 -1.58
8 C -2.70 0.45 1.20
9 Si -1.52 0.05 -0.24
10 Cl -1.20 -2.60 -1.67
11 Cl -2.80 -0.98 2.29
12 Cl -2.45 2.90 -1.46
13 H 4.15 0.43 0.59
14 H 3.28 -0.14 -1.64
15 H 2.60 0.78 2.48
16 H 0.86 -0.33 -2.01
17 H 0.18 0.59 2.13
18 H -2.21 -0.65 -2.57
19 H -3.23 -1.43 -1.36
20 H -2.36 1.30 1.79
21 H -3.71 0.67 0.85

natural (NBO) population analysis, charges in e, atoms 1 to 5: C -0.164; C -0.212; C -0.203; C -0.174; C -0.187


The following is a quantum chemistry calculation of C8H9ClFN3 in the gas phase, from the OMol25 dataset.

Values from the calculation:
SMILES: [H]/N=C(/N)NCc1c(F)cccc1Cl
Relative energy (zero: lowest compared OMol25 entry of this formula, charge and spin) (kcal/mol): 0.0
Electronic energy (eV): -28152.5336
Spin multiplicity: 1
Total charge: 0
E_HOMO (eV): -8.62
Orbital gap (Eh): 0.3392

Positions of all 22 atoms, in Å:
1 H -0.75 -3.83 -0.62
2 N -1.29 -3.29 -1.27
3 C -1.51 -2.13 -0.76
4 N -2.38 -1.25 -1.40
5 N -0.93 -1.69 0.43
6 C -1.06 -0.35 0.90
7 C 0.00 0.62 0.37
8 C -0.35 1.54 -0.61
9 F -1.63 1.64 -0.95
10 C 0.57 2.40 -1.17
11 C 1.88 2.39 -0.75
12 C 2.24 1.52 0.27
13 C 1.32 0.61 0.80
14 Cl 1.81 -0.61 1.96
15 H -2.13 -0.24 -1.40
16 H -2.66 -1.64 -2.28
17 H -0.04 -2.13 0.69
18 H -1.02 -0.30 1.97
19 H -2.06 0.02 0.66
20 H 0.22 3.05 -1.96
21 H 2.62 3.09 -1.11
22 H 3.27 1.53 0.65

natural (NBO) population analysis, charges in e, atoms 1 to 5: H 0.326; N -0.776; C 0.581; N -0.847; N -0.631


The following is a quantum chemistry calculation of a gas-phase ion, C8H9ClN3 (charge +1), from the OMol25 dataset.

Values from the calculation:
Relative energy (zero: lowest compared OMol25 entry of this formula, charge and spin) (kcal/mol): 77.9
Electronic energy (eV): -25422.8804
Spin multiplicity: 1
Total charge: +1
E_HOMO (eV): -11.79
Orbital gap (Eh): 0.2554

Positions of all 21 atoms, in Å:
1 C 1.64 -0.65 0.35
2 C -1.18 1.67 1.12
3 C -0.57 1.42 -0.07
4 C -0.22 -0.85 1.75
5 C 0.94 -0.34 -0.75
6 C -1.39 -0.42 2.26
7 C -1.37 -0.43 -1.29
8 C 1.53 -0.37 -2.13
9 N -1.69 0.84 2.01
10 N 1.04 -0.65 1.61
11 N -0.41 0.12 -0.66
12 Cl -2.58 -1.45 2.94
13 H 2.69 -0.89 0.31
14 H -1.34 2.71 1.37
15 H -0.26 2.22 -0.71
16 H -1.24 -1.39 -1.78
17 H -2.35 0.03 -1.30
18 H 0.76 -0.31 -2.89
19 H 2.12 -1.27 -2.28
20 H 2.20 0.48 -2.26
21 H 1.66 -0.47 2.40

natural (NBO) population analysis, charges in e, atoms 1 to 5: C -0.006; C 0.071; C -0.278; C 0.226; C 0.163


The following is a quantum chemistry calculation of 2 unconnected molecules or ions with the total composition C8H9ClO2, from the OMol25 dataset.

Values from the calculation:
Relative energy (zero: lowest compared OMol25 entry of this formula, charge and spin) (kcal/mol): 122.5
Electronic energy (eV): -25052.2846
Spin multiplicity: 1
Total charge: 0
E_HOMO (spin up / spin down) (eV): -6.83 / -6.83
Orbital gap (spin up / spin down) (Eh): 0.2259 / 0.2259

Positions of all 20 atoms, in Å:
1 C -1.66 -1.56 -0.67
2 C -0.28 -1.16 -0.34
3 C -2.51 -0.56 -0.74
4 C -0.02 0.04 0.08
5 C -0.86 1.04 0.39
6 C -0.69 2.04 1.24
7 C -2.28 0.84 -0.37
8 C 2.91 -0.23 0.02
9 O 2.99 -1.54 -0.13
10 O 3.28 0.20 1.24
11 Cl 3.50 0.63 -1.32
12 H -1.86 -2.70 -0.64
13 H 0.58 -1.92 -0.54
14 H -3.61 -0.65 -0.99
15 H -1.65 2.67 1.49
16 H 0.29 2.37 1.66
17 H -2.35 1.56 -1.27
18 H -2.97 1.14 0.42
19 H 3.22 -1.81 -1.06
20 H 3.97 -0.38 1.52

natural (NBO) population analysis, charges in e, atoms 1 to 5: C -0.240; C -0.318; C -0.174; C 0.024; C -0.135


The following is a quantum chemistry calculation of a gas-phase ion, C8H9ClO2P (charge -1), from the OMol25 dataset.

Values from the calculation:
SMILES: CCc1ccccc1[P@@](=O)([O-])Cl
Relative energy (zero: lowest compared OMol25 entry of this formula, charge and spin) (kcal/mol): 8.9
Electronic energy (eV): -34351.3954
Spin multiplicity: 1
Total charge: -1
E_HOMO (eV): -5.47
Orbital gap (Eh): 0.3272

Positions of all 21 atoms, in Å:
1 C 0.30 -1.72 1.41
2 C -0.47 -1.48 0.23
3 C -0.25 -0.06 -0.29
4 C -0.31 1.09 0.48
5 C -0.06 2.38 0.04
6 C 0.33 2.56 -1.24
7 C 0.35 1.40 -2.14
8 C 0.06 0.19 -1.63
9 P 0.38 -1.36 -3.01
10 O 1.07 -0.96 -4.25
11 O 0.77 -2.63 -2.33
12 Cl -1.68 -1.48 -3.44
13 H 1.32 -1.54 1.15
14 H 0.16 -2.53 2.03
15 H 0.02 -0.85 2.13
16 H -1.57 -1.57 0.27
17 H -0.11 -1.88 -0.66
18 H -0.69 1.00 1.53
19 H -0.04 3.09 0.80
20 H 0.74 3.44 -1.58
21 H 0.78 1.36 -3.20

natural (NBO) population analysis, charges in e, atoms 1 to 5: C -0.583; C -0.469; C -0.004; C -0.212; C -0.249